(1)
Density functional theory data (ωB97M-V/def2-TZVPD) for a 12-piece molecular cluster, C27H64BrN25O12 overall in a non-equilibrium geometry.

The geometry in ORCA input format:
```
! RIJCOSX wB97M-V def2-TZVPD def2/J DEFGRID3
* xyz 2 1
C -4.27504 4.52233 -3.08051
C -4.27522 3.03709 -3.02385
O -3.88829 2.35809 -3.90943
N -4.75225 2.35824 -1.77593
C -5.62006 1.21505 -2.16838
N -3.69154 1.96016 -0.97038
C -3.89664 1.05051 -0.00008
C -2.87958 0.64055 0.83503
C -1.59441 1.16056 0.70786
C -0.48791 0.69983 1.57088
C 0.60947 1.49230 1.88748
C 1.62421 0.97881 2.67293
N 1.56784 -0.27585 3.13701
C 2.67619 -0.83372 3.95328
C 3.49503 -1.85102 3.17905
C 4.59895 -1.25179 2.33529
Br 5.93481 -0.36620 3.45245
C 0.51902 -1.05954 2.84414
C -0.52279 -0.59918 2.06515
C -1.42214 2.12737 -0.27644
C -2.46728 2.50304 -1.09336
H -5.11457 4.97587 -2.56656
H -4.24772 4.81511 -4.12179
H -3.34483 4.89818 -2.65429
H -6.24389 1.51328 -2.99597
H -5.00484 0.34806 -2.39901
H -6.28423 0.95483 -1.35206
H -4.87308 0.63457 0.15458
H -3.08704 -0.09682 1.59056
H 0.67471 2.49808 1.50790
H 2.48961 1.57409 2.90996
H 3.27808 0.00792 4.27644
H 2.26528 -1.26912 4.85931
H 3.94873 -2.51142 3.91058
H 2.84637 -2.44861 2.53954
H 4.25765 -0.55472 1.57698
H 5.14023 -2.04255 1.83298
H 0.52755 -2.06661 3.22642
H -1.31723 -1.30280 1.86698
H -0.45822 2.58490 -0.41523
H -2.28170 3.25702 -1.83557
C -1.36588 -4.27423 1.11915
O -1.48099 -3.23185 1.78033
N -1.57095 -5.49746 1.65036
N -1.02471 -4.26366 -0.19483
H -1.47628 -6.34684 1.11602
H -1.82629 -5.55715 2.61847
H -0.86266 -3.37511 -0.62699
H -0.92735 -5.09787 -0.75229
C 4.98995 -5.50810 1.75308
O 4.17393 -5.26368 0.87167
N 6.32920 -5.42151 1.56620
N 4.60110 -5.88647 3.01370
H 7.01903 -5.62047 2.27007
H 6.64832 -5.15165 0.65555
H 3.61774 -5.96710 3.18642
H 5.24699 -6.09191 3.75256
C 9.03905 -7.91192 1.01568
O 8.90481 -6.83674 1.59218
N 8.99478 -9.09926 1.69433
N 9.24354 -8.00934 -0.32043
H 9.10699 -9.99197 1.25378
H 8.85481 -9.05892 2.68553
H 9.26673 -7.16281 -0.86113
H 9.36329 -8.88007 -0.80121
C -0.75892 -9.31835 1.64070
O -1.48204 -8.97067 0.71154
N 0.59992 -9.22519 1.57494
N -1.25435 -9.81259 2.80729
H 1.20934 -9.49515 2.32334
H 1.00239 -8.87600 0.72387
H -2.25081 -9.90384 2.88360
H -0.67948 -10.09568 3.57781
C -5.60080 7.86191 -4.71430
O -4.52712 7.45016 -4.27418
N -5.84893 9.17915 -4.87214
N -6.62014 7.01513 -5.06852
H -6.71055 9.54765 -5.22786
H -5.12467 9.83411 -4.62433
H -6.46275 6.03170 -4.97240
H -7.49952 7.33229 -5.43016
C 2.42971 0.11311 7.59704
O 2.72554 -1.04112 7.33091
N 1.15214 0.59333 7.45638
N 3.34203 1.01080 8.06187
H 0.88409 1.53175 7.68570
H 0.45084 -0.05204 7.14646
H 4.28325 0.68532 8.18684
H 3.11991 1.95893 8.29947
C -1.03413 -8.26988 -3.09057
O -0.70909 -7.10250 -2.89100
N -1.16190 -9.16064 -2.07213
N -1.29353 -8.74538 -4.34428
H -1.43394 -10.11762 -2.19067
H -0.98259 -8.81567 -1.14247
H -1.20606 -8.10261 -5.10834
H -1.56111 -9.69224 -4.53212
C -5.08767 13.04380 -4.34733
O -5.42474 11.91015 -4.66814
N -5.83218 14.13765 -4.66734
N -3.94465 13.29050 -3.64873
H -5.57703 15.07393 -4.41786
H -6.67770 13.98468 -5.18397
H -3.37570 12.50254 -3.40053
H -3.64892 14.20857 -3.37730
C -4.93386 8.19078 -0.35222
O -4.70240 8.23558 0.85249
N -4.53566 7.15453 -1.14904
N -5.61455 9.17338 -0.99626
H -4.72249 7.12677 -2.13966
H -4.01918 6.41227 -0.72167
H -5.92196 9.95469 -0.44777
H -5.80249 9.16228 -1.98237
C 7.72893 -6.36222 -3.47527
O 8.62480 -7.03497 -2.99173
N 6.61609 -6.00948 -2.76123
N 7.76391 -5.92102 -4.76493
H 5.86345 -5.46603 -3.13726
H 6.55333 -6.33979 -1.81651
H 8.56691 -6.16894 -5.31244
H 7.03815 -5.37310 -5.18468
C -0.98310 8.40148 -0.27969
O -1.53734 8.71498 -1.31528
N 0.36545 8.57146 -0.09123
N -1.65750 7.85390 0.77924
H 0.84306 8.33200 0.75564
H 0.88531 8.97699 -0.84677
H -2.65604 7.73418 0.68415
H -1.21438 7.59053 1.63786
*
```

The value obtained for the HOMO-LUMO gap is 0.198 hartree.

Here are the Mulliken charges for atoms 1 to 99, given in e: -1.068, 0.278, -0.447, -0.272, -1.084, 0.461, -0.186, -0.869, 1.167, 1.152, -0.879, -0.296, 0.223, -1.033, -0.445, -0.835, -0.128, -0.464, -1.141, -1.267, 0.004, 0.392, 0.410, 0.293, 0.335, 0.421, 0.464, 0.369, 0.599, 0.515, 0.513, 0.396, 0.451, 0.360, 0.370, 0.376, 0.410, 0.706, 0.731, 0.422, 0.517, 0.575, -0.697, -0.308, -0.257, 0.121, 0.187, 0.152, 0.187, 0.782, -0.719, -0.322, -0.412, 0.155, 0.144, 0.214, 0.171, 0.700, -0.705, -0.391, -0.271, 0.164, 0.214, 0.156, 0.148, 0.706, -0.720, -0.361, -0.435, 0.174, 0.212, 0.230, 0.161, 0.763, -0.640, -0.316, -0.364, 0.128, 0.182, 0.188, 0.158, 0.755, -0.641, -0.407, -0.423, 0.171, 0.212, 0.227, 0.164, 0.641, -0.668, -0.253, -0.397, 0.166, 0.156, 0.230, 0.161, 0.620, -0.640

(2)
Density functional theory data (ωB97M-V/def2-TZVPD) for a 7-piece molecular cluster, C27H64Cl6NO13P3 overall in a non-equilibrium geometry.

The geometry in ORCA input format:
```
! RIJCOSX wB97M-V def2-TZVPD def2/J DEFGRID3
* xyz 0 1
C 1.66127 -3.68357 -3.75767
O 2.81255 -4.18789 -3.83129
N 1.40523 -2.40528 -4.07240
C 2.38285 -1.56222 -4.82694
C 0.09112 -1.84869 -3.74068
H 0.77709 -4.24441 -3.41727
H 2.74464 -0.62771 -4.39811
H 1.95076 -1.27023 -5.78409
H 3.33267 -2.06388 -5.01212
H -0.49033 -2.65129 -3.28699
H 0.07586 -0.95893 -3.11124
H -0.39081 -1.53292 -4.66596
Cl -2.05443 -0.69153 -1.20705
C -1.16110 0.42032 -0.13240
C 0.33257 0.23214 -0.38081
Cl 1.20301 1.40019 0.63000
H -1.35072 0.30735 0.93503
H -1.52387 1.41672 -0.38476
H 0.50873 0.55134 -1.40803
H 0.66198 -0.79566 -0.22840
Cl -3.85904 -1.09639 2.01205
C -3.42260 -0.15469 3.40576
C -4.18858 -0.67967 4.63804
Cl -4.04282 -2.34569 4.99398
H -3.61213 0.89407 3.17706
H -2.34970 -0.26834 3.56084
H -5.22620 -0.52215 4.34370
H -3.92559 -0.07547 5.50630
Cl 1.98060 1.63229 -3.34693
C 1.84272 3.30563 -2.68450
C 0.70347 4.11476 -3.20584
Cl -0.79991 3.56084 -2.41427
H 2.81847 3.74318 -2.89563
H 1.84293 3.28832 -1.59464
H 0.53007 3.99989 -4.27581
H 0.95647 5.14234 -2.94477
C 9.65172 0.20786 -2.78971
C 8.30909 -0.26283 -2.41599
O 8.34351 -1.53151 -1.86342
P 6.95610 -2.40463 -1.71223
O 7.14322 -3.67464 -0.91336
O 6.00617 -1.31112 -0.92388
C 4.88022 -1.86008 -0.23699
C 3.65530 -1.51796 -1.04191
O 6.31792 -2.45660 -3.21763
C 6.29773 -3.66243 -3.86768
C 6.91445 -3.40497 -5.27088
H 10.02079 -0.41734 -3.60272
H 9.60814 1.26625 -3.04667
H 10.29683 0.20064 -1.91115
H 7.93964 0.39164 -1.62652
H 7.65133 -0.16589 -3.27973
H 4.99928 -2.92415 -0.03282
H 4.94167 -1.27752 0.68222
H 3.54124 -0.46165 -1.28544
H 3.50235 -2.21246 -1.86796
H 2.91336 -1.54534 -0.24386
H 6.94055 -4.41170 -3.40565
H 5.26718 -4.01603 -3.90010
H 6.35523 -2.64232 -5.81286
H 7.94161 -3.06392 -5.14153
H 6.93566 -4.26329 -5.94240
C 3.94254 1.28207 4.61281
C 2.54592 0.80840 4.06152
O 1.58464 1.02653 5.02251
P 0.02522 0.64974 4.85751
O -0.76705 0.83137 6.11673
O -0.54271 1.53476 3.67219
C -0.89306 2.95383 3.85468
C 0.24259 3.86626 4.36546
O 0.10138 -0.83704 4.21403
C 0.59688 -1.88452 4.98345
C 1.43061 -1.53038 6.24223
H 4.44516 0.68707 5.37533
H 4.57898 1.25045 3.72848
H 3.80907 2.32914 4.88469
H 2.16074 1.38230 3.21868
H 2.50344 -0.22402 3.71452
H -1.34580 3.30926 2.92905
H -1.71511 2.98254 4.56988
H 0.89707 4.12397 3.53280
H -0.12321 4.82799 4.72512
H 0.84527 3.39239 5.14028
H -0.27886 -2.47169 5.25990
H 1.09552 -2.60426 4.33427
H 1.01125 -0.77726 6.90935
H 1.45105 -2.48917 6.76032
H 2.49018 -1.35774 6.05354
C -4.94269 1.38725 -1.68554
C -5.52711 0.13713 -1.10609
O -6.81883 -0.23627 -1.62692
P -8.19486 0.15345 -0.88097
O -9.40507 -0.55436 -1.49875
O -8.29961 1.80023 -1.08223
C -8.69257 2.34286 -2.37814
C -8.48414 3.88897 -2.28827
O -7.90797 0.04466 0.72013
C -8.50559 -0.99444 1.49753
C -8.26310 -0.70602 2.95735
H -4.62871 1.34367 -2.72843
H -5.78401 2.00849 -1.99267
H -4.28448 1.87478 -0.96638
H -4.74488 -0.57325 -1.37362
H -5.48150 0.17683 -0.01777
H -8.02761 1.92933 -3.13638
H -9.74039 2.10395 -2.56004
H -7.47524 4.29774 -2.34437
H -8.97430 4.33027 -3.15608
H -8.97345 4.26415 -1.38943
H -9.55625 -1.03446 1.21016
H -8.24535 -2.02634 1.26179
H -8.81443 -1.51197 3.44166
H -7.19957 -0.68760 3.19541
H -8.66750 0.25818 3.26539
*
```

The value obtained for the HOMO-LUMO gap is 0.354 hartree. The SMILES is CCOP(=O)(OCC)OCC.CCOP(=O)(OCC)OCC.CCOP(=O)(OCC)OCC.CN(C)C=O.ClCCCl.ClCCCl.ClCCCl.

Here are the Mulliken charges for atoms 1 to 99, given in e: 0.084, -0.597, 0.312, -0.783, -0.700, 0.316, 0.104, 0.394, 0.234, 0.332, -0.040, 0.344, -0.219, 0.278, 0.366, -0.245, -0.257, 0.184, -0.465, 0.375, -0.169, 0.502, -0.432, -0.187, 0.285, -0.598, 0.118, 0.405, -0.053, -0.673, -0.356, -0.127, 0.397, 0.184, 0.298, 0.299, -1.343, 0.113, -0.364, 0.786, -0.766, -0.275, -0.704, -0.174, -0.046, -0.182, -1.317, 0.327, 0.383, 0.314, 0.217, 0.255, 0.444, 0.278, 0.291, 0.023, 0.090, 0.438, 0.236, 0.290, 0.324, 0.398, -1.324, 0.284, -0.246, 0.674, -0.841, 0.215, -0.395, -1.025, -0.335, -0.523, -1.065, 0.313, 0.399, 0.306, -0.118, 0.344, 0.403, 0.324, 0.252, 0.395, 0.233, 0.414, 0.322, 0.331, 0.433, 0.248, -0.799, 0.270, -0.390, 0.809, -0.740, -0.287, -0.321, -1.169, -0.206, -0.369, -0.627